Entry from OMol25: a 9-piece molecular cluster, C54H135N9O18 overall in a non-equilibrium geometry (ωB97M-V/def2-TZVPD).

XYZ file:
```
216
Properties=species:S:1:pos:R:3:mulliken_charge:R:1
O 0.36 2.30 -1.24 1.020
O 8.69 4.45 -0.12 -0.482
O -1.43 -1.07 2.60 -0.008
O -5.48 4.51 -0.21 -0.226
O -3.44 -4.27 2.49 -0.445
O 2.80 3.51 -4.25 -0.459
O -7.36 -7.00 3.03 -0.308
O 2.43 -1.30 1.54 1.267
O 6.02 -0.27 -1.66 -0.016
O -2.78 0.67 -5.78 -0.424
O 3.07 7.45 -0.75 -0.430
O -4.32 -4.09 -4.71 -0.325
O 5.40 1.07 4.40 -0.042
O -2.44 3.62 2.23 0.346
O -7.32 -0.87 0.75 -0.163
O 3.50 -4.66 -2.65 -0.177
O 3.36 1.57 1.91 0.048
O 0.78 -5.22 1.39 -0.291
N 4.64 1.33 -4.06 -0.258
N -2.27 3.62 -1.72 0.163
N -3.33 -1.29 -3.66 -0.244
N -6.57 -4.59 1.57 -0.226
N 5.05 5.48 -0.13 0.076
N 1.23 -5.83 -1.38 -0.184
N 1.45 0.79 3.93 -0.067
N -5.37 2.09 1.76 -0.243
N 4.29 -1.34 3.73 -0.264
C -0.02 -6.14 0.69 -0.192
C 3.04 -2.46 2.02 -0.852
C 5.99 -0.56 -3.09 -0.486
C 4.57 5.67 -1.54 0.357
C -3.03 -4.06 3.85 -0.565
C -2.34 0.75 -4.46 -0.829
C -3.59 3.34 -1.18 0.521
C -3.45 0.15 -3.55 -0.438
C -0.14 1.05 -1.65 0.653
C 3.50 8.66 -1.32 -0.642
C -8.73 -1.02 0.69 -1.041
C 0.83 -6.77 -0.35 -0.914
C -0.17 -0.79 3.15 -0.246
C 4.85 -4.94 -3.13 -0.751
C -1.75 0.74 -6.78 -0.664
C -1.20 4.14 -0.82 -1.773
C 2.33 -1.30 0.12 -0.033
C 9.43 3.34 -0.55 -0.528
C -1.43 -1.14 1.21 -0.503
C 0.15 -4.58 2.46 -0.263
C -0.38 2.98 -0.21 1.190
C -4.38 -5.50 -4.92 -0.715
C 0.28 0.65 3.03 0.398
C 1.84 -6.44 -2.62 -0.449
C 2.06 2.07 3.84 -1.394
C 6.29 -1.41 -0.92 -0.653
C 6.65 1.53 3.95 -0.744
C -4.25 -3.64 -3.32 -0.753
C -7.76 -7.92 3.97 -0.777
C -5.74 0.95 0.94 0.222
C -6.91 0.22 1.59 -0.635
C 2.46 -5.31 -3.44 -0.766
C 2.76 2.66 -3.18 0.808
C -4.50 4.52 -1.22 -0.784
C 1.55 4.12 -4.63 -0.555
C 5.91 0.71 -3.88 -0.755
C -7.90 -4.96 1.85 -0.922
C -4.42 -2.08 -3.15 -0.558
C 3.73 1.75 0.60 0.458
C -4.18 1.85 2.56 0.070
C 3.19 -2.28 3.53 -0.710
C 7.29 4.45 -0.45 -0.036
C 5.49 -0.07 5.36 -0.880
C 3.13 6.24 -1.51 -0.077
C 6.47 5.55 0.15 -0.868
C -5.91 -3.57 2.36 -0.023
C -3.51 3.08 3.13 -1.355
C -6.18 5.77 -0.22 -0.954
C -4.45 -3.31 2.03 0.010
C 4.10 2.12 -2.99 -0.079
C -1.78 4.71 2.83 -1.084
C 2.56 2.56 2.41 1.255
C -8.01 -5.74 3.18 -0.706
C 4.32 -0.92 5.09 -0.449
H -8.96 -2.01 0.33 0.207
H -4.38 1.27 3.45 0.361
H -4.14 -2.31 2.38 -0.003
H 2.48 5.52 -1.02 -0.007
H 3.41 -0.43 5.44 0.237
H -5.27 2.93 1.22 0.053
H 6.16 -1.17 0.12 0.237
H 2.02 1.85 -3.39 0.106
H 4.25 0.82 0.29 -0.186
H 5.02 -6.02 -3.24 0.373
H -3.48 1.22 1.97 0.068
H 4.61 8.76 -1.39 0.228
H 0.59 0.81 1.97 -0.585
H -2.56 5.46 3.19 0.274
H 1.72 2.77 1.71 -1.359
H -2.11 3.85 -2.69 0.344
H -3.25 -1.48 -4.68 0.220
H 2.96 2.02 4.48 0.242
H -3.33 0.56 -2.58 0.009
H 6.37 -0.62 5.05 0.437
H 0.06 0.43 -0.82 -0.794
H 4.18 -0.55 3.07 0.037
H 1.38 4.93 -3.89 0.143
H -3.51 3.00 -0.16 -0.735
H 1.83 -5.13 -0.92 0.118
H 6.97 6.53 0.02 0.279
H -3.81 5.36 -1.01 0.390
H -1.10 -0.17 0.82 -0.381
H -5.91 1.27 -0.08 0.417
H 5.12 -4.27 -3.97 0.324
H -5.38 -1.76 -3.56 0.405
H 4.77 2.93 -2.71 -0.214
H -1.01 2.27 0.44 -0.653
H 10.38 3.39 -0.01 0.251
H 4.05 -2.62 1.72 0.418
H -6.44 -0.26 2.51 0.128
H -6.08 -3.71 3.42 0.313
H 7.27 1.77 4.79 0.377
H -4.21 4.01 3.29 0.379
H 3.09 3.54 2.57 0.315
H 8.93 2.39 -0.23 0.193
H 2.60 -7.16 -2.21 0.275
H 5.10 -1.19 -3.26 0.155
H 0.24 3.48 0.54 -0.535
H 5.29 6.34 -2.07 0.305
H 7.15 0.81 3.32 0.352
H 3.15 8.71 -2.41 0.269
H -1.85 -0.11 -7.46 0.256
H -4.92 0.22 0.81 -0.237
H 0.26 -7.52 -0.78 0.571
H 0.99 -6.94 -3.21 0.314
H -4.04 2.48 -1.65 0.241
H -7.68 0.88 1.88 0.467
H -8.55 -4.11 1.82 0.290
H 6.55 5.38 1.22 0.333
H 0.41 0.82 -2.57 0.280
H -5.14 -3.87 -2.76 0.473
H -9.18 -0.88 1.63 0.437
H -8.18 -5.62 1.00 0.353
H -0.42 -6.95 1.42 0.310
H 5.56 -2.21 -1.19 0.009
H 1.73 -7.12 0.16 0.290
H 2.41 -3.33 1.75 -0.074
H -4.40 0.48 -3.96 0.638
H -0.89 -4.21 2.23 -0.332
H -3.39 -3.91 -2.73 0.403
H 1.71 -4.57 -3.77 0.310
H 6.24 0.45 -4.91 0.492
H -8.99 -6.01 3.38 0.635
H 7.34 4.38 -1.51 0.354
H -3.43 -5.88 -5.38 0.220
H 4.66 4.74 -2.05 -0.631
H -1.52 4.81 -0.10 0.423
H -1.20 5.18 2.07 0.346
H 4.11 1.43 -2.14 -0.228
H 4.44 -1.74 5.79 0.459
H 1.39 2.84 4.32 0.450
H 4.59 6.14 0.48 0.280
H -0.80 -1.96 0.81 0.155
H 4.53 1.75 -4.97 0.305
H 1.80 4.68 -5.55 0.318
H -2.06 1.75 -4.01 0.270
H 2.97 9.42 -0.72 0.267
H -0.32 -0.96 4.24 0.208
H 3.44 -3.16 4.10 0.698
H -0.77 0.76 -6.32 0.277
H 7.34 -1.83 -1.06 0.318
H -5.21 -5.73 -5.60 0.252
H 0.70 3.52 -4.80 0.175
H 3.30 -1.26 -0.36 -0.205
H -0.41 1.41 3.29 0.784
H -3.08 2.84 4.10 0.507
H -0.93 -5.50 0.37 0.115
H -4.42 -1.84 -2.07 0.195
H -6.83 5.72 -1.11 0.327
H -8.84 -8.05 4.01 0.319
H -1.56 0.09 -4.35 0.749
H 6.46 2.46 3.31 0.019
H -6.47 -2.58 2.19 -0.149
H -4.32 -3.34 0.99 0.232
H -7.67 -5.13 3.95 0.381
H -1.13 4.44 3.63 0.271
H 5.54 -4.52 -2.30 0.136
H -7.29 -8.85 3.66 0.255
H -0.45 4.65 -1.51 0.588
H -1.89 1.64 -7.39 0.252
H 2.11 0.08 3.72 -0.150
H 4.44 2.57 0.37 0.366
H -3.66 -4.67 4.53 0.264
H -4.87 4.64 -2.25 0.341
H 6.92 -1.13 -3.39 0.464
H -2.05 -4.49 3.96 0.195
H 7.06 3.42 -0.19 0.110
H 0.70 -3.67 2.78 0.110
H -3.19 -3.05 4.21 0.261
H 1.90 -2.15 -0.35 0.290
H 9.55 3.37 -1.67 0.253
H -4.73 -5.99 -4.01 0.325
H 2.83 -5.74 -4.37 0.476
H -7.41 -7.69 4.99 0.295
H 1.78 -0.39 -0.11 -0.547
H -6.06 -5.45 1.60 0.317
H -2.35 -1.37 0.74 0.535
H 6.62 1.45 -3.48 0.245
H -1.18 1.07 -1.91 -0.601
H 0.12 -5.22 3.38 0.437
H 0.64 -1.47 2.79 -0.433
H 5.64 0.32 6.37 0.410
H -5.47 6.60 -0.39 0.341
H 2.95 6.38 -2.60 0.285
H 2.47 3.12 -2.23 -0.318
H -6.76 5.99 0.69 0.278
H 2.24 -1.96 4.05 0.410
H 2.81 1.80 0.00 -0.490
H -9.12 -0.29 0.05 0.416
```

total charge	0
HOMO	-0.301	Eh
molar mass	1198.72	g mol⁻¹
HOMO-LUMO gap	8.8	eV
structure (SMILES)	COCCNCCOC.COCCNCCOC.COCCNCCOC.COCCNCCOC.COCCNCCOC.COCCNCCOC.COCCNCCOC.COCCNCCOC.COCCNCCOC
ΔE to the lowest compared entry with this formula, charge and spin	148.1	kcal per mole
2S+1	1